[1]
# C30H56Cl20F7NO3S

A cluster of 11 separate species, C30H56Cl20F7NO3S in total (wB97M-V/def2-TZVPD, OMol25).

Element x y z (Å)
C: 3.021 -2.040 1.237
C: 3.208 -2.262 -0.351
C: 3.786 -0.874 -0.956
C: 1.854 -2.673 -1.118
C: 1.653 -4.287 -1.238
O: 0.251 -4.640 -1.166
C: -0.060 -5.429 0.004
C: 0.062 -4.620 1.390
N: 1.165 -5.260 2.184
S: -1.462 -4.681 2.447
O: -0.996 -5.044 3.845
O: -2.367 -5.828 2.032
C: -2.364 -3.060 2.624
F: -1.801 -2.367 3.725
F: -3.697 -3.370 2.982
C: -2.308 -2.079 1.373
F: -3.134 -0.965 1.716
F: -1.032 -1.512 1.153
C: -2.904 -2.658 0.004
F: -3.901 -1.762 -0.456
F: -3.524 -3.890 0.112
F: -1.908 -2.616 -0.985
H: 3.519 -1.039 1.483
H: 1.908 -1.997 1.485
H: 3.546 -2.905 1.774
H: 4.011 -3.062 -0.507
H: 4.271 -1.011 -1.970
H: 4.589 -0.425 -0.268
H: 2.933 -0.115 -0.993
H: 1.907 -2.278 -2.206
H: 0.929 -2.217 -0.612
H: 2.281 -4.782 -0.429
H: 2.108 -4.626 -2.248
H: 0.667 -6.316 -0.007
H: -1.095 -5.877 -0.182
H: 0.444 -3.582 1.134
H: 2.064 -5.144 1.708
H: 0.917 -6.243 2.335
Cl: -5.282 2.676 -0.267
C: -4.341 2.202 1.169
C: -5.068 2.518 2.459
Cl: -5.196 4.272 2.746
H: -3.373 2.703 1.120
H: -4.171 1.126 1.094
H: -4.521 2.098 3.305
H: -6.075 2.100 2.465
Cl: -10.568 5.033 2.780
C: -9.419 3.740 2.354
C: -9.674 2.466 3.134
Cl: -9.294 2.649 4.865
H: -8.407 4.118 2.519
H: -9.540 3.550 1.286
H: -9.038 1.665 2.754
H: -10.713 2.145 3.049
Cl: 1.759 -0.906 -5.951
C: 2.889 -2.199 -6.417
C: 2.642 -3.477 -5.644
Cl: 3.062 -3.313 -3.918
H: 3.906 -1.831 -6.270
H: 2.744 -2.377 -7.485
H: 3.265 -4.279 -6.046
H: 1.599 -3.790 -5.710
Cl: -4.665 9.983 1.321
C: -4.358 8.410 2.099
C: -5.454 8.029 3.073
Cl: -5.470 9.079 4.511
H: -3.385 8.459 2.590
H: -4.300 7.668 1.300
H: -5.295 7.009 3.428
H: -6.439 8.078 2.607
Cl: 6.315 0.363 -2.074
C: 6.480 1.236 -3.619
C: 5.253 2.061 -3.942
Cl: 3.844 1.040 -4.312
H: 6.690 0.504 -4.400
H: 7.349 1.889 -3.523
H: 5.442 2.675 -4.824
H: 4.984 2.723 -3.117
Cl: 1.158 0.447 2.006
C: -0.191 0.875 3.088
C: -0.251 2.363 3.367
Cl: 1.119 2.917 4.360
H: -0.084 0.298 4.007
H: -1.109 0.556 2.590
H: -1.161 2.598 3.924
H: -0.257 2.944 2.444
Cl: -13.141 4.662 6.690
C: -11.381 4.940 6.732
C: -10.923 5.504 8.061
Cl: -11.497 7.170 8.320
H: -11.123 5.601 5.904
H: -10.905 3.973 6.556
H: -9.832 5.537 8.091
H: -11.268 4.893 8.897
Cl: 8.068 -1.119 -6.657
C: 9.832 -0.873 -6.672
C: 10.347 -0.323 -5.358
Cl: 9.813 1.353 -5.075
H: 10.074 -0.212 -7.505
H: 10.284 -1.847 -6.867
H: 11.439 -0.309 -5.365
H: 10.020 -0.930 -4.513
Cl: 6.262 -0.781 -9.561
C: 4.634 -0.293 -10.095
C: 4.250 1.081 -9.586
Cl: 4.006 1.098 -7.822
H: 3.926 -1.054 -9.763
H: 4.647 -0.293 -11.187
H: 3.307 1.393 -10.039
H: 5.009 1.826 -9.832
Cl: 5.014 -2.091 5.586
C: 5.147 -3.866 5.641
C: 5.536 -4.451 4.299
Cl: 4.237 -4.279 3.091
H: 4.196 -4.267 5.993
H: 5.913 -4.103 6.382
H: 5.732 -5.520 4.404
H: 6.434 -3.978 3.900

Atomic forces in eV per Å
C 0.1 -0.6 -1.1
C 0.2 1.1 -0.1
C -0.3 -0.6 0.5
C 0.3 -0.5 -0.5
C 1.1 1.2 -0.2
O 0.7 -0.5 1.2
C -0.9 -0.7 -1.2
C 2.8 -0.5 -1.6
N -1.6 0.6 0.2
S -0.1 -7.2 4.7
O -0.9 2.5 -3.4
O 1.8 4.0 -0.7
C -1.0 1.6 1.8
F -1.0 -1.4 -2.5
F 2.9 0.8 -1.2
C -0.5 2.4 0.3
F 1.5 -2.1 -0.3
F -2.6 -1.8 0.6
C -1.1 1.1 -2.7
F 2.0 -1.9 1.0
F 1.9 2.4 -0.1
F -2.2 -0.8 2.4
H -0.8 -1.6 0.1
H 1.6 -0.1 -0.1
H -1.2 2.1 -1.0
H -1.1 0.9 0.1
H -1.0 0.1 1.2
H -1.2 -0.8 -0.9
H 1.1 -0.9 -0.2
H -0.4 -0.4 2.1
H 1.4 -0.6 -0.7
H -0.9 0.4 -0.8
H -1.1 0.4 1.8
H -1.0 1.2 0.5
H 1.3 0.8 0.4
H -1.0 -1.0 0.5
H -0.7 -0.1 0.1
H 0.5 0.5 -0.1
Cl 0.0 0.1 0.0
C 0.1 -0.1 0.1
C 0.1 -0.3 0.0
Cl -0.1 0.1 0.0
H -0.2 0.0 0.0
H -0.1 0.1 0.0
H 0.0 0.0 -0.1
H 0.1 0.1 -0.1
Cl 0.0 0.0 0.1
C 0.1 -0.1 -0.1
C 0.0 0.0 -0.3
Cl 0.1 0.0 0.0
H -0.1 0.0 0.1
H 0.0 -0.1 0.1
H 0.0 0.1 0.0
H 0.1 0.1 0.1
Cl -0.1 -0.1 0.0
C 0.1 -0.1 -0.1
C 0.1 -0.1 -0.3
Cl 0.4 0.1 -0.8
H -0.1 0.0 0.1
H 0.0 -0.1 0.1
H 0.0 0.1 0.0
H 0.1 0.1 0.1
Cl 0.0 0.0 0.0
C 0.0 -0.2 0.0
C 0.0 -0.2 -0.1
Cl 0.0 0.0 0.0
H -0.2 0.1 0.0
H -0.1 0.0 0.1
H 0.1 0.1 0.0
H 0.1 0.1 0.0
Cl 0.5 0.3 -0.2
C 0.2 0.2 -0.2
C 0.2 0.1 0.1
Cl 0.0 0.0 0.0
H -0.1 0.1 0.1
H -0.1 0.0 0.0
H 0.0 -0.1 0.0
H 0.0 -0.2 0.0
Cl -0.1 0.3 0.2
C -0.1 0.1 0.1
C -0.2 -0.1 -0.1
Cl 0.0 0.0 0.0
H 0.1 0.1 -0.1
H 0.1 0.1 0.0
H 0.1 -0.1 0.0
H 0.1 -0.1 0.1
Cl 0.0 0.0 0.0
C 0.3 0.0 0.1
C 0.1 -0.2 -0.1
Cl 0.0 0.0 0.0
H -0.1 0.0 0.1
H -0.1 0.2 0.1
H -0.1 0.0 -0.1
H -0.1 0.1 -0.1
Cl 0.0 0.1 0.1
C 0.2 0.0 0.0
C 0.1 -0.2 0.0
Cl 0.0 0.0 0.0
H -0.1 0.0 0.1
H 0.0 0.1 0.1
H -0.1 0.0 -0.1
H -0.1 0.1 -0.1
Cl -0.1 0.0 0.0
C -0.1 0.1 -0.2
C 0.0 0.0 -0.1
Cl 0.1 0.0 0.0
H 0.1 0.1 0.1
H 0.0 0.1 0.1
H 0.1 -0.1 0.0
H 0.0 -0.2 0.1
Cl 0.0 0.0 0.0
C 0.0 -0.2 0.1
C 0.3 -0.2 0.2
Cl 0.5 -0.6 0.7
H 0.1 0.1 -0.1
H 0.0 0.0 -0.1
H -0.1 0.1 0.1
H -0.2 0.0 0.0

Output
- HOMO level (eV) = -9.63
- energy relative to the best compared isomer or geometry (same formula, charge and spin) (kJ/mol) = 341.63
- frontier orbital gap (eV) = 9.53
- structure (SMILES) = CC(C)CCOC[C@H](N)S(=O)(=O)C(F)(F)C(F)(F)C(F)(F)F.ClCCCl.ClCCCl.ClCCCl.ClCCCl.ClCCCl.ClCCCl.ClCCCl.ClCCCl.ClCCCl.ClCCCl



[2]
# C30H56Cl2N5O7P

A cluster of 4 separate species, C30H56Cl2N5O7P in total (wB97M-V/def2-TZVPD, OMol25).

Element x y z (Å)
C: -5.004 2.881 2.378
C: -5.815 1.812 1.678
Cl: -7.545 2.094 1.558
C: -5.268 0.698 1.196
Cl: -6.322 -0.508 0.427
C: -3.820 0.356 1.268
C: -3.171 -0.179 2.425
C: -1.847 -0.501 2.399
C: -1.049 -0.314 1.228
N: 0.264 -0.690 1.289
C: 0.856 -0.464 0.138
C: 0.259 0.136 -1.019
P: 1.280 0.398 -2.556
C: 2.337 1.894 -2.293
O: 0.190 0.813 -3.754
N: -1.007 0.501 -1.058
C: -1.680 0.244 0.099
C: -3.064 0.572 0.145
H: -3.924 2.734 2.295
H: -5.245 3.843 1.890
H: -5.349 2.989 3.418
H: -3.735 -0.334 3.345
H: -1.389 -0.922 3.295
H: 1.911 -0.760 0.059
H: 3.377 1.572 -2.419
H: 2.153 2.673 -3.051
H: 2.190 2.366 -1.311
H: -0.364 0.025 -3.862
H: -3.524 1.008 -0.743
C: 2.677 -8.318 2.415
O: 3.590 -7.343 2.884
C: 4.131 -6.528 1.849
C: 3.657 -5.095 1.996
N: 2.240 -4.973 1.685
C: 1.692 -3.661 2.025
C: 1.638 -3.278 3.502
O: 0.739 -4.063 4.270
C: 1.286 -5.258 4.797
H: 2.407 -8.954 3.258
H: 1.767 -7.855 2.024
H: 3.135 -8.943 1.642
H: 3.900 -6.923 0.855
H: 5.220 -6.548 1.967
H: 4.225 -4.457 1.312
H: 3.872 -4.778 3.025
H: 1.725 -5.681 2.194
H: 0.669 -3.641 1.639
H: 2.248 -2.894 1.477
H: 1.254 -2.256 3.552
H: 2.630 -3.253 3.967
H: 2.352 -5.162 5.019
H: 1.119 -6.097 4.116
H: 0.759 -5.485 5.725
C: 8.370 -1.782 -3.367
O: 8.717 -2.241 -2.073
C: 9.261 -1.225 -1.237
C: 8.323 -0.930 -0.082
N: 7.115 -0.256 -0.549
C: 6.072 -0.143 0.467
C: 5.428 -1.436 0.963
O: 4.665 -2.112 -0.023
C: 5.397 -3.015 -0.839
H: 8.070 -2.647 -3.958
H: 7.530 -1.081 -3.328
H: 9.225 -1.307 -3.857
H: 9.496 -0.317 -1.799
H: 10.199 -1.615 -0.831
H: 8.834 -0.289 0.642
H: 8.087 -1.884 0.407
H: 6.738 -0.769 -1.336
H: 5.281 0.478 0.037
H: 6.471 0.409 1.325
H: 4.717 -1.162 1.749
H: 6.150 -2.115 1.431
H: 6.236 -3.470 -0.306
H: 5.753 -2.519 -1.745
H: 4.715 -3.807 -1.150
C: -7.296 8.069 -4.221
O: -8.136 7.768 -3.122
C: -9.065 6.721 -3.387
C: -8.749 5.503 -2.539
N: -7.514 4.865 -2.981
C: -7.031 3.823 -2.076
C: -6.572 4.256 -0.685
O: -5.403 5.064 -0.690
C: -5.635 6.454 -0.840
H: -6.705 8.945 -3.958
H: -6.613 7.241 -4.438
H: -7.886 8.303 -5.112
H: -9.099 6.466 -4.450
H: -10.053 7.095 -3.104
H: -9.572 4.787 -2.619
H: -8.679 5.834 -1.495
H: -6.794 5.570 -3.068
H: -6.181 3.347 -2.572
H: -7.805 3.056 -1.973
H: -6.302 3.352 -0.143
H: -7.373 4.729 -0.105
H: -6.586 6.764 -0.401
H: -5.596 6.745 -1.893
H: -4.829 6.983 -0.327

Atomic forces in eV per Å
C -1.0 0.7 -0.4
C 0.4 0.0 0.3
Cl 0.6 -0.1 0.5
C -0.8 -0.5 0.1
Cl 0.7 0.3 0.2
C 0.4 0.0 -0.3
C -0.5 0.1 0.0
C 0.2 -0.1 0.1
C -0.9 -0.2 1.5
N -0.4 0.7 -1.7
C 1.2 -0.3 0.0
C -0.4 1.2 -0.4
P 0.7 -1.4 -0.5
C -0.5 0.5 0.0
O 0.3 0.2 1.1
N 0.7 -0.5 0.6
C -0.5 0.1 -0.3
C -0.1 0.0 0.0
H -0.3 -0.2 0.2
H 0.2 -0.3 0.2
H 0.3 -0.2 -0.2
H 0.0 0.0 -0.3
H 0.0 0.1 -0.3
H -0.3 0.1 0.0
H -0.3 0.0 0.2
H -0.2 -0.4 0.2
H 0.1 -0.2 -0.2
H 0.0 0.3 -0.2
H 0.2 -0.2 0.1
C 0.1 0.1 0.2
O -0.2 -0.1 -0.2
C 0.4 0.3 0.3
C -0.2 -0.3 0.0
N 0.2 0.1 0.0
C -0.3 -0.2 -0.1
C -0.2 0.4 -0.1
O 0.3 -0.1 0.1
C -0.3 0.0 0.0
H 0.0 0.0 0.0
H 0.0 -0.1 -0.1
H -0.1 0.0 0.0
H -0.2 0.0 0.0
H 0.0 0.0 0.0
H 0.0 0.1 0.0
H 0.2 0.0 0.0
H 0.0 0.0 0.0
H 0.0 0.1 0.1
H 0.1 0.0 0.0
H 0.0 0.0 0.0
H 0.0 -0.2 0.0
H 0.0 0.0 -0.1
H 0.2 -0.1 0.0
H 0.0 0.1 0.0
C 0.0 -0.2 0.1
O -0.1 0.3 -0.2
C 0.2 -0.3 0.4
C -0.2 0.0 -0.3
N 0.1 0.0 0.2
C -0.1 0.0 -0.3
C -0.2 0.2 0.3
O 0.2 -0.1 0.1
C -0.4 0.0 -0.1
H 0.0 0.0 0.1
H 0.1 0.1 -0.1
H -0.1 0.1 0.0
H -0.2 0.0 -0.1
H 0.0 0.0 0.0
H 0.0 0.0 0.0
H 0.2 0.0 0.1
H 0.0 0.0 0.0
H -0.1 0.0 0.1
H 0.0 -0.1 0.0
H 0.0 0.0 0.0
H 0.1 0.0 -0.1
H 0.1 0.1 0.0
H 0.2 -0.1 0.0
H 0.0 0.0 0.1
C 0.0 0.1 0.2
O 0.1 -0.1 -0.3
C -0.3 0.0 0.4
C 0.3 0.1 -0.2
N -0.2 0.0 0.1
C 0.2 0.1 -0.2
C 0.2 -0.3 -0.1
O -0.3 0.1 0.1
C 0.3 -0.1 0.0
H 0.0 0.0 0.1
H 0.0 0.0 -0.2
H 0.1 -0.1 0.0
H 0.2 0.0 0.0
H 0.0 0.0 0.0
H 0.0 0.0 0.0
H -0.2 0.0 0.0
H 0.0 0.0 0.0
H 0.0 -0.1 0.1
H 0.0 0.0 0.0
H 0.1 0.1 -0.2
H 0.0 0.1 -0.1
H -0.1 0.0 -0.1
H -0.2 0.1 0.0
H 0.0 -0.1 0.0

Output
- HOMO level (eV) = -8.19
- frontier orbital gap (eV) = 7.70
- structure (SMILES) = C/C(Cl)=C(/Cl)c1ccc2ncc(P(C)O)nc2c1.COCCNCCOC.COCCNCCOC.COCCNCCOC



no.,DFT total energy (Ha)
1,-11758.08363
2,-3238.73372